Entry 1:
The following is a DFT calculation (ωB97M-V/def2-TZVPD) of a single C22H26N4O4 molecule.

Properties
Multiplicity: 1
LUMO energy: -0.0113 hartree
Charge: 0
HOMO: -8.3 eV
SMILES: COC(=O)C1CCN(c2nc3ccccc3nc2[C@H](C#N)C(=O)OCC(C)C)CC1
ΔE to the lowest compared entry with this formula, charge and spin: 149.31 kJ/mol

The geometry in XYZ format:
```
56
C22H26N4O4, DFT ωB97M-V/def2-TZVPD
C 5.993 2.034 0.518
H 5.562 2.979 0.839
H 6.575 2.166 -0.396
H 6.645 1.626 1.293
O 4.900 1.158 0.283
C 5.210 -0.060 -0.176
O 6.337 -0.424 -0.382
C 3.971 -0.903 -0.407
C 3.166 -1.055 0.886
C 1.896 -1.876 0.631
N 1.087 -1.274 -0.411
C 0.212 -0.285 -0.057
N 0.282 0.884 -0.655
C -0.480 1.902 -0.212
C -0.427 3.161 -0.835
C -1.114 4.213 -0.289
C -1.878 4.053 0.877
C -1.978 2.830 1.486
C -1.301 1.730 0.935
N -1.534 0.475 1.381
C -0.854 -0.517 0.883
C -1.520 -1.865 1.099
C -0.749 -3.075 1.076
N -0.219 -4.089 1.080
C -2.520 -1.893 -0.081
O -2.220 -2.169 -1.208
O -3.712 -1.524 0.350
C -4.752 -1.330 -0.611
H -5.658 -1.717 -0.138
C -4.928 0.153 -0.964
C -5.140 0.979 0.302
H -5.283 2.026 0.049
H -6.015 0.630 0.847
H -4.271 0.897 0.950
C -3.737 0.681 -1.760
H -3.557 0.070 -2.642
H -2.836 0.677 -1.153
H -3.921 1.705 -2.077
H -5.824 0.215 -1.592
H -4.522 -1.914 -1.508
H -2.093 -1.811 2.031
H -2.572 2.682 2.374
H -2.397 4.905 1.289
H -1.063 5.187 -0.754
H 0.183 3.273 -1.717
C 1.817 -1.101 -1.652
C 3.081 -0.261 -1.477
H 2.799 0.744 -1.163
H 3.614 -0.198 -2.426
H 2.077 -2.103 -2.008
H 1.147 -0.629 -2.370
H 2.155 -2.892 0.321
H 1.323 -1.935 1.558
H 2.890 -0.062 1.250
H 3.764 -1.552 1.651
H 4.308 -1.887 -0.749
```

Mulliken population analysis, charges in e, atoms 1 to 4: C -0.740; H 0.223; H 0.313; H 0.308

=====

Entry 2:
The following is a DFT calculation (ωB97M-V/def2-TZVPD) of 13 unconnected molecules or ions with the total composition C38H70N6O12S5 in a non-equilibrium geometry.

Properties
Multiplicity: 1
LUMO energy: 0.0055 hartree
Charge: 0
HOMO: -9.9 eV

The geometry in XYZ format:
```
131
C38H70N6O12S5, DFT ωB97M-V/def2-TZVPD
C -0.909 -1.209 5.836
C -0.807 -0.123 4.772
O -0.320 -0.291 3.644
C -1.314 1.211 5.234
H -0.973 -2.091 5.200
H -1.839 -1.120 6.398
H 0.019 -1.290 6.403
H -1.692 1.816 4.409
H -0.526 1.722 5.787
H -2.129 1.009 5.928
C -0.673 1.610 1.092
C -0.456 0.368 0.252
O 0.531 0.232 -0.402
C -1.487 -0.769 0.457
H -1.154 2.407 0.523
H 0.347 1.941 1.289
H -1.230 1.593 2.028
H -1.390 -1.333 -0.471
H -2.531 -0.540 0.668
H -1.061 -1.362 1.266
C 1.798 3.207 3.449
C 2.129 4.586 3.697
N 2.498 5.710 3.857
H 0.781 3.117 3.069
H 2.025 2.501 4.247
H 2.430 2.894 2.618
C -4.350 2.494 0.517
C -5.030 1.918 -0.615
N -5.599 1.464 -1.514
H -3.539 1.869 0.890
H -5.130 2.752 1.233
H -3.989 3.443 0.120
C 2.294 -2.150 1.463
C 2.855 -0.832 1.752
N 3.329 0.212 2.032
H 1.319 -2.162 1.950
H 2.753 -2.969 2.018
H 2.326 -2.377 0.398
C -3.619 -2.602 3.499
C -3.625 -3.303 2.233
N -3.629 -3.909 1.248
H -4.649 -2.418 3.804
H -2.906 -1.781 3.421
H -3.255 -3.291 4.261
C -5.737 -1.303 0.335
C -5.706 -0.720 1.675
N -5.726 -0.294 2.741
H -6.046 -2.347 0.363
H -4.738 -1.291 -0.100
H -6.441 -0.740 -0.278
C -2.124 6.715 -0.467
C -1.721 5.802 0.655
N -1.478 5.075 1.555
H -1.519 7.621 -0.467
H -3.129 7.109 -0.319
H -2.100 6.187 -1.421
C 3.584 0.069 -1.924
C 3.086 -1.251 -2.472
C 4.173 -1.811 -3.433
S 4.838 -0.378 -4.331
O 4.075 0.038 -5.512
O 6.314 -0.595 -4.367
C 4.352 0.798 -3.061
H 4.194 -0.188 -1.058
H 2.823 0.757 -1.556
H 2.189 -1.104 -3.072
H 2.856 -1.914 -1.637
H 3.818 -2.599 -4.098
H 4.910 -2.132 -2.697
H 3.752 1.548 -3.576
H 5.288 1.332 -2.902
C -0.454 2.076 -6.116
C 0.604 1.257 -5.391
C 0.578 1.584 -3.908
S -1.181 1.912 -3.449
O -1.345 3.256 -2.884
O -1.746 0.722 -2.839
C -1.721 1.847 -5.224
H -0.589 1.684 -7.124
H -0.153 3.124 -6.124
H 1.601 1.293 -5.831
H 0.369 0.200 -5.516
H 1.014 2.572 -3.755
H 0.960 0.848 -3.200
H -2.639 2.431 -5.275
H -1.948 0.792 -5.383
C 1.683 5.174 0.409
C 1.228 4.724 -1.011
C 2.197 5.322 -2.059
S 3.822 5.001 -1.285
O 4.700 6.146 -1.442
O 4.235 3.621 -1.520
C 3.189 4.970 0.491
H 1.025 4.695 1.135
H 1.480 6.234 0.568
H 0.182 4.919 -1.248
H 1.385 3.646 -1.043
H 1.977 6.389 -2.087
H 2.172 4.962 -3.088
H 3.590 5.845 1.002
H 3.600 4.095 0.994
C 2.007 -5.981 3.311
C 1.201 -6.110 2.062
C -0.310 -5.957 2.528
S -0.324 -4.686 3.907
O -1.140 -5.223 5.020
O -0.664 -3.425 3.270
C 1.495 -4.848 4.250
H 3.090 -5.917 3.204
H 1.919 -6.837 3.981
H 1.263 -7.047 1.509
H 1.397 -5.368 1.289
H -0.639 -6.930 2.893
H -0.969 -5.565 1.753
H 1.666 -4.937 5.323
H 2.040 -3.950 3.961
C -1.159 -2.579 -2.949
C -2.163 -3.356 -2.129
C -1.345 -4.248 -1.099
S 0.343 -4.598 -1.905
O 0.384 -5.990 -2.335
O 1.439 -3.993 -1.110
C -0.040 -3.537 -3.445
H -0.803 -1.714 -2.389
H -1.720 -2.158 -3.782
H -2.808 -3.996 -2.731
H -2.880 -2.696 -1.642
H -1.772 -5.210 -0.816
H -1.208 -3.649 -0.199
H -0.417 -4.212 -4.214
H 0.899 -3.163 -3.852
```

Mulliken population analysis, charges in e, atoms 1 to 4: C -0.569; C 0.634; O -0.198; C -1.333

=====

Entry 3:
The following is a DFT calculation (ωB97M-V/def2-TZVPD) of a gas-phase ion, C9H13N4 (charge +1) in a non-equilibrium geometry.

Properties
Multiplicity: 1
LUMO energy: -0.1058 hartree
Charge: +1
HOMO: -12.0 eV
SMILES: [H]/N=C1/CC[N@H+](N)N1c1ccccc1
ΔE to the lowest compared entry with this formula, charge and spin: 463.31 kJ/mol

The geometry in XYZ format:
```
26
C9H13N4, DFT ωB97M-V/def2-TZVPD
C 3.571 -0.028 -0.277
C 2.724 -0.901 -1.064
C 3.043 0.615 0.909
C 1.382 -0.984 -0.841
C 1.719 0.549 1.114
C 0.870 -0.171 0.220
C -1.206 1.569 -0.031
C -2.671 1.115 -0.171
C -2.460 -0.216 -0.803
N -0.627 2.609 -0.068
N -0.508 -0.047 0.455
N -1.997 -1.745 1.011
N -1.424 -0.906 -0.046
H 4.521 0.061 -0.698
H 3.150 -1.432 -1.882
H 3.696 1.215 1.625
H 0.778 -1.708 -1.377
H 1.096 1.072 1.987
H -2.958 1.070 0.883
H -3.281 1.879 -0.763
H -3.333 -0.998 -0.837
H -2.181 -0.179 -1.857
H 0.443 2.667 0.104
H -1.213 -2.336 1.136
H -2.125 -1.161 1.892
H -1.011 -1.606 -0.621
```

Mulliken population analysis, charges in e, atoms 1 to 4: C -0.627; C -0.584; C -0.490; C -0.478

=====

Entry 4:
The following is a DFT calculation (ωB97M-V/def2-TZVPD) of 8 unconnected molecules or ions with the total composition C28H55FNO9P.

Properties
Multiplicity: 1
LUMO energy: 0.0212 hartree
Charge: 0
HOMO: -8.0 eV
SMILES: CP(O)[C@H]1CNC(=O)[C@H]1CCF.CC(C)=O.CC(C)=O.CC(C)=O.CC(C)=O.CC(C)=O.CC(C)=O.CC(C)=O

The geometry in XYZ format:
```
95
C28H55FNO9P, DFT ωB97M-V/def2-TZVPD
C -0.658 1.029 -0.991
P 0.556 2.148 -1.780
O 0.215 3.517 -0.910
C 2.180 1.641 -0.999
C 2.303 2.142 0.460
N 3.136 1.137 1.117
C 2.804 -0.091 0.595
O 2.706 -1.124 1.225
C 2.625 0.139 -0.905
C 1.941 -0.936 -1.776
C 1.332 -2.137 -1.082
F 0.241 -1.779 -0.286
H -1.623 1.532 -1.116
H -0.707 0.078 -1.521
H -0.503 0.834 0.075
H -0.013 3.326 0.010
H 2.916 2.144 -1.628
H 2.712 3.148 0.539
H 1.316 2.136 0.946
H 3.219 1.188 2.125
H 3.672 0.173 -1.228
H 2.700 -1.357 -2.445
H 1.204 -0.491 -2.446
H 0.951 -2.836 -1.835
H 2.050 -2.646 -0.440
C -0.995 -4.373 4.102
C -0.767 -2.977 3.570
O -1.546 -2.082 3.812
C 0.466 -2.766 2.735
H -1.910 -4.406 4.690
H -1.064 -5.081 3.274
H -0.150 -4.678 4.722
H 0.439 -3.415 1.858
H 1.359 -3.023 3.308
H 0.537 -1.735 2.406
C -3.548 -1.355 6.190
C -4.337 -1.465 7.469
O -3.873 -1.953 8.473
C -5.752 -0.932 7.436
H -2.550 -1.760 6.322
H -4.047 -1.894 5.384
H -3.475 -0.310 5.881
H -6.330 -1.455 6.672
H -5.745 0.127 7.171
H -6.221 -1.065 8.407
C 3.045 3.595 5.929
C 3.772 2.762 4.904
O 3.185 2.233 3.989
C 5.264 2.621 5.075
H 1.984 3.621 5.699
H 3.198 3.176 6.925
H 3.447 4.610 5.936
H 5.486 2.171 6.044
H 5.736 3.605 5.055
H 5.672 2.002 4.280
C -1.715 -1.715 -4.323
C -0.552 -1.197 -5.124
O 0.375 -0.609 -4.616
C -0.595 -1.473 -6.609
H -1.591 -1.466 -3.271
H -2.647 -1.286 -4.695
H -1.769 -2.798 -4.443
H -1.486 -1.019 -7.047
H -0.665 -2.549 -6.778
H 0.296 -1.074 -7.088
C 3.056 3.787 -5.897
C 2.518 4.071 -4.515
O 3.139 3.781 -3.520
C 1.158 4.718 -4.435
H 4.035 3.319 -5.824
H 2.371 3.127 -6.431
H 3.132 4.715 -6.467
H 0.419 4.081 -4.924
H 1.169 5.678 -4.955
H 0.879 4.857 -3.393
C -2.985 5.394 0.761
C -2.634 4.026 1.287
O -1.494 3.722 1.552
C -3.769 3.048 1.462
H -2.086 5.999 0.675
H -3.461 5.303 -0.217
H -3.698 5.880 1.430
H -4.270 2.887 0.505
H -4.509 3.455 2.153
H -3.388 2.104 1.843
C -1.521 -7.270 -4.321
C -1.101 -6.028 -5.066
O -1.752 -5.009 -5.018
C 0.171 -6.119 -5.871
H -2.444 -7.084 -3.780
H -1.662 -8.095 -5.022
H -0.737 -7.567 -3.622
H 0.082 -6.907 -6.621
H 1.006 -6.382 -5.220
H 0.373 -5.169 -6.360
```

Mulliken population analysis, charges in e, atoms 1 to 4: C -0.388; P 0.114; O -0.478; C 0.195

=====

Entry 5:
The following is a DFT calculation (ωB97M-V/def2-TZVPD) of a molecular structure, C3HHoO2 in a non-equilibrium geometry.

Properties
Multiplicity: 5
LUMO energy (alpha / beta): -0.3778 / -0.4532 hartree
Expectation value of S²: 6.02
Charge: +2
HOMO (alpha / beta): -19.8 / -18.0 eV
ΔE to the lowest compared entry with this formula, charge and spin: 149.52 kJ/mol

The geometry in XYZ format:
```
7
C3HHoO2, DFT ωB97M-V/def2-TZVPD
C -1.444 0.738 0.298
H -2.505 0.809 0.059
C -0.387 -0.067 0.064
O -0.805 1.822 0.946
C 0.378 1.046 0.719
Ho 0.108 -1.990 -1.344
O 1.488 1.447 0.845
```

Mulliken population analysis, charges in e, atoms 1 to 4: C 0.112; H 0.380; C -0.533; O -0.082

=====

Entry 6:
The following is a DFT calculation (ωB97M-V/def2-TZVPD) of a molecular structure, C33H53N2O2P2PbS in a non-equilibrium geometry.

Properties
Multiplicity: 1
LUMO energy (alpha / beta): -0.3943 / -0.3683 hartree
Charge: +3
HOMO (alpha / beta): -16.3 / -16.4 eV
ΔE to the lowest compared entry with this formula, charge and spin: 0.00 kJ/mol

The geometry in XYZ format:
```
94
C33H53N2O2P2PbS, DFT ωB97M-V/def2-TZVPD
C -1.581 -1.400 -2.518
C 0.672 -1.914 -2.138
C -1.680 -2.327 -3.561
C 0.574 -2.987 -3.078
C -0.598 -3.181 -3.783
H -2.597 -2.364 -4.148
H 1.472 -3.579 -3.247
H -0.669 -3.994 -4.505
N -0.483 -1.282 -1.754
P -2.836 -0.037 -0.443
P 2.689 -0.423 -0.587
C -2.676 -0.369 -2.248
H -2.365 0.573 -2.722
H -3.629 -0.646 -2.725
C 1.975 -1.510 -1.751
H 2.745 -2.134 -2.231
C 4.082 0.342 -1.715
C 3.423 -1.357 0.968
C -3.762 1.596 -0.423
C -3.792 -1.577 0.153
C 4.137 1.825 -1.296
H 4.426 1.939 -0.239
H 4.881 2.348 -1.916
H 3.164 2.312 -1.437
C 5.448 -0.334 -1.543
H 5.861 -0.267 -0.531
H 5.415 -1.385 -1.855
H 6.161 0.170 -2.214
C 3.733 0.203 -3.204
H 4.495 0.737 -3.792
H 3.736 -0.844 -3.525
H 2.757 0.630 -3.445
C 4.243 -0.315 1.751
H 3.613 0.536 2.047
H 4.633 -0.787 2.663
H 5.093 0.075 1.181
C 2.289 -1.878 1.870
H 1.713 -1.064 2.335
H 1.609 -2.549 1.327
H 2.746 -2.457 2.688
C 4.265 -2.560 0.550
H 5.154 -2.294 -0.025
H 4.609 -3.063 1.466
H 3.674 -3.279 -0.028
C -4.485 -1.272 1.492
H -4.997 -2.192 1.823
H -3.760 -0.994 2.273
H -5.248 -0.486 1.397
C -2.790 -2.735 0.366
H -2.248 -2.981 -0.557
H -2.068 -2.516 1.171
H -3.369 -3.625 0.669
C -4.821 -2.011 -0.895
H -5.426 -2.825 -0.466
H -5.506 -1.203 -1.179
H -4.341 -2.404 -1.800
C -2.980 2.627 -1.267
H -3.093 2.447 -2.343
H -3.385 3.629 -1.057
H -1.906 2.638 -1.023
C -3.878 2.126 1.017
H -2.893 2.294 1.473
H -4.398 3.095 0.982
H -4.452 1.459 1.671
C -5.156 1.381 -1.015
H -5.120 0.992 -2.038
H -5.777 0.718 -0.402
H -5.668 2.352 -1.056
Pb -0.264 -0.041 0.605
C -1.378 -1.073 2.986
O -1.469 -1.120 4.123
N 0.708 1.215 -1.197
C 0.869 1.319 -2.374
C 0.781 2.159 -3.541
C 0.557 3.531 -3.340
C 0.950 1.677 -4.852
C 0.579 4.415 -4.418
H 0.384 3.900 -2.325
C 0.987 2.573 -5.920
H 1.059 0.603 -5.005
C 0.821 3.942 -5.708
H 0.403 5.479 -4.243
H 1.143 2.197 -6.930
H 0.865 4.635 -6.551
C 0.877 2.346 4.753
S -0.219 2.493 3.337
C 0.239 4.137 2.778
O 0.414 1.561 2.288
H 0.433 2.910 5.585
H 1.863 2.752 4.489
H 0.949 1.285 5.020
H 1.319 4.266 2.915
H -0.034 4.231 1.722
H -0.322 4.862 3.377
```

Mulliken population analysis, charges in e, atoms 1 to 4: C -0.763; C 0.343; C -0.795; C -1.102

=====

Entry 7:
The following is a DFT calculation (ωB97M-V/def2-TZVPD) of a molecular structure, C22H37IO18P.

Properties
Multiplicity: 1
LUMO energy: -0.1337 hartree
Charge: +1
HOMO: -12.1 eV

The geometry in XYZ format:
```
79
C22H37IO18P, DFT ωB97M-V/def2-TZVPD
C 4.564 3.813 5.487
C 3.918 3.519 4.130
C 3.807 2.023 3.786
I 3.107 1.721 1.795
P 2.689 1.086 4.844
C 0.903 1.069 4.376
O 0.113 1.092 5.513
C -0.096 2.384 6.104
O -1.311 2.911 5.783
C -1.532 3.213 4.410
C -0.600 4.302 3.869
O -1.320 5.044 2.900
H 4.433 4.869 5.738
H 4.134 3.240 6.316
H 5.639 3.609 5.465
H 2.932 3.992 4.035
H 4.539 3.962 3.342
H 4.785 1.531 3.833
H 3.148 -0.226 4.905
H 2.765 1.543 6.155
H 0.721 1.890 3.666
H 0.753 0.121 3.849
H -0.077 2.247 7.185
H 0.733 3.043 5.770
H -2.555 3.588 4.351
H -1.480 2.292 3.814
H -0.322 4.968 4.699
H 0.326 3.894 3.437
H -0.835 5.090 2.087
C -3.020 2.146 0.390
C -2.814 1.959 -1.105
O -1.400 2.213 -1.245
C -0.806 2.035 -0.062
O 0.379 2.082 0.116
O -1.708 1.836 0.912
H -3.754 1.476 0.824
H -3.247 3.177 0.659
H -3.023 0.942 -1.436
H -3.370 2.659 -1.720
C 1.864 -0.292 -2.012
C 2.673 -1.131 -1.031
O 2.053 -2.416 -1.149
C 1.416 -2.488 -2.339
O 0.901 -3.468 -2.770
O 1.414 -1.286 -2.944
H 2.437 0.463 -2.542
H 0.995 0.171 -1.549
H 3.721 -1.212 -1.322
H 2.589 -0.809 0.006
C -2.851 -3.400 -1.323
C -3.642 -3.255 -0.032
O -4.299 -1.993 -0.225
C -4.397 -1.757 -1.556
O -5.051 -0.890 -2.042
O -3.640 -2.636 -2.243
H -2.765 -4.420 -1.686
H -1.861 -2.949 -1.257
H -4.401 -4.028 0.081
H -3.030 -3.205 0.864
C -0.350 -6.784 -5.249
C 0.017 -6.457 -3.809
O -0.983 -7.179 -3.080
C -1.449 -8.189 -3.854
O -2.164 -9.055 -3.475
O -0.985 -8.059 -5.118
H 0.499 -6.874 -5.919
H -1.073 -6.078 -5.661
H 0.998 -6.851 -3.536
H -0.033 -5.405 -3.557
C -0.330 0.031 -5.819
C -0.712 1.446 -5.413
O 0.524 2.145 -5.573
C 1.301 1.465 -6.454
O 2.321 1.867 -6.902
O 0.744 0.265 -6.734
H -1.125 -0.518 -6.315
H 0.055 -0.547 -4.980
H -1.458 1.884 -6.078
H -1.036 1.539 -4.380
```

Mulliken population analysis, charges in e, atoms 1 to 4: C -1.291; C -0.305; C -0.551; I 0.270